{"formula": "C33H34N7OS3Ti", "method": "ωB97M-V/def2-TZVPD", "total_charge": -1, "e_homo_ev": -3.73, "e_above_lowest_kcal_mol": 0.0, "largest_force_ha_per_bohr": 0.03402, "symbols": ["Ti", "C", "C", "N", "N", "C", "S", "S", "C", "C", "C", "C", "C", "C", "C", "C", "C", "C", "C", "C", "C", "O", "H", "H", "H", "H", "H", "H", "H", "H", "H", "H", "H", "H", "H", "H", "C", "C", "C", "C", "C", "C", "N", "H", "H", "H", "H", "H", "H", "H", "H", "N", "C", "N", "C", "C", "C", "C", "C", "C", "S", "H", "H", "H", "H", "H", "H", "C", "C", "N", "C", "C", "N", "H", "H", "H", "H", "H", "H"], "positions_angstrom": [[0.146, 0.283, 0.247], [0.385, 1.596, 3.292], [-0.364, 1.622, 1.985], [-1.155, 0.526, 1.691], [-2.518, 0.690, 1.463], [-2.925, 0.063, 0.430], [-1.861, -0.757, -0.709], [-4.683, -0.020, 0.172], [-4.766, 0.691, -1.505], [-5.796, 0.014, -2.367], [-5.445, -0.494, -3.615], [-6.389, -1.115, -4.422], [-7.702, -1.242, -3.990], [-8.062, -0.743, -2.745], [-7.117, -0.121, -1.943], [-0.658, 2.944, 1.395], [-0.828, 4.124, 2.113], [-1.024, 5.338, 1.463], [-1.047, 5.384, 0.074], [-0.855, 4.227, -0.670], [-0.648, 3.021, -0.007], [-0.351, 1.896, -0.666], [-0.292, 1.724, 4.148], [1.133, 2.392, 3.337], [0.912, 0.655, 3.426], [-3.775, 0.569, -1.938], [-4.974, 1.760, -1.430], [-4.417, -0.410, -3.947], [-6.095, -1.507, -5.388], [-8.438, -1.731, -4.616], [-9.083, -0.840, -2.396], [-7.405, 0.263, -0.970], [-0.812, 4.091, 3.197], [-1.159, 6.245, 2.040], [-1.198, 6.331, -0.432], [-0.839, 4.238, -1.754], [2.800, 2.147, 0.189], [3.018, 0.951, 1.059], [4.151, 0.610, 1.770], [3.837, -0.564, 2.500], [2.524, -0.874, 2.201], [1.669, -1.928, 2.836], [2.020, 0.040, 1.311], [3.750, 2.656, 0.017], [2.109, 2.865, 0.642], [2.393, 1.894, -0.794], [5.085, 1.155, 1.758], [4.475, -1.109, 3.181], [2.236, -2.843, 3.024], [0.801, -2.191, 2.233], [1.273, -1.597, 3.803], [0.785, -3.033, -0.208], [1.441, -2.290, -1.118], [1.209, -1.036, -1.358], [1.895, -0.595, -2.482], [1.770, 0.671, -3.047], [2.548, 0.976, -4.150], [3.437, 0.044, -4.688], [3.553, -1.222, -4.140], [2.764, -1.533, -3.043], [2.627, -3.037, -2.172], [0.000, -2.646, 0.314], [1.284, -3.767, 0.268], [1.069, 1.380, -2.622], [2.467, 1.957, -4.602], [4.039, 0.311, -5.547], [4.234, -1.950, -4.564], [-2.932, -4.041, 0.052], [-2.762, -3.337, 1.351], [-1.632, -2.963, 1.900], [-1.969, -2.327, 3.075], [-3.318, -2.306, 3.227], [-3.816, -2.965, 2.124], [-3.569, -3.457, -0.616], [-3.370, -5.033, 0.189], [-1.962, -4.148, -0.429], [-1.225, -1.865, 3.703], [-3.955, -1.862, 3.971], [-4.783, -3.040, 1.859]], "atomic_forces_ev_per_a": [[-0.402, 1.333, 1.059], [0.001, 0.074, 0.139], [0.518, -0.408, -0.338], [-0.107, 0.133, -0.545], [0.170, -0.200, 0.058], [-0.176, -0.227, -0.196], [0.091, -0.055, 0.234], [0.027, 0.002, 0.091], [-0.027, -0.020, -0.122], [-0.008, -0.032, 0.022], [0.003, -0.028, 0.032], [-0.007, 0.000, 0.003], [0.008, -0.004, 0.004], [0.019, 0.016, 0.021], [-0.031, 0.026, -0.023], [-0.160, 0.322, 0.133], [-0.065, -0.101, -0.003], [-0.012, 0.040, 0.003], [-0.006, 0.011, -0.006], [-0.073, -0.047, 0.126], [0.138, -0.198, -0.066], [0.451, -0.349, -0.272], [-0.033, 0.048, -0.048], [0.014, -0.025, -0.047], [-0.045, -0.038, 0.006], [0.009, 0.004, -0.013], [-0.015, -0.009, 0.070], [-0.012, -0.001, 0.004], [-0.003, 0.006, 0.012], [0.010, 0.009, 0.001], [0.012, 0.000, -0.009], [0.016, -0.003, -0.014], [0.010, -0.001, -0.016], [0.002, -0.012, -0.018], [0.001, -0.010, -0.006], [0.010, 0.018, 0.011], [0.009, 0.037, -0.023], [-0.008, -0.192, 0.103], [0.005, 0.041, -0.075], [-0.075, -0.041, 0.013], [0.034, 0.015, -0.056], [-0.039, -0.017, 0.039], [-0.191, -0.180, -0.346], [0.000, 0.009, 0.021], [-0.010, -0.006, 0.017], [0.019, -0.029, 0.004], [-0.007, -0.031, 0.011], [-0.007, 0.021, -0.012], [0.023, 0.007, -0.022], [0.005, 0.029, 0.007], [0.031, 0.014, 0.000], [0.051, -0.118, 0.162], [-0.004, -0.015, -0.019], [-0.359, 0.215, 0.025], [0.039, 0.084, 0.074], [0.050, -0.013, -0.068], [-0.045, 0.017, 0.038], [0.035, 0.036, -0.046], [0.007, -0.075, 0.013], [0.028, 0.023, -0.010], [0.062, -0.049, -0.025], [-0.055, 0.035, -0.020], [-0.023, -0.026, -0.070], [0.006, 0.003, 0.001], [0.000, -0.013, 0.007], [-0.005, -0.008, 0.006], [-0.015, 0.014, 0.013], [0.016, 0.012, -0.057], [-0.079, 0.107, 0.036], [0.157, -0.267, 0.031], [-0.019, 0.141, -0.019], [0.013, -0.016, -0.024], [0.015, -0.021, -0.017], [0.003, -0.011, 0.019], [-0.009, 0.006, 0.000], [-0.001, 0.014, 0.034], [-0.004, -0.055, -0.029], [0.016, -0.011, -0.018], [0.009, 0.039, -0.008]]}

{"formula": "C33H35AlBrN6O3S2Se", "method": "ωB97M-V/def2-TZVPD", "total_charge": 1, "e_homo_ev": -8.48, "e_above_lowest_kcal_mol": 63.3, "largest_force_ha_per_bohr": 0.03773, "symbols": ["Al", "O", "S", "O", "N", "C", "C", "C", "C", "C", "C", "C", "C", "N", "C", "C", "C", "C", "C", "C", "C", "H", "H", "H", "H", "H", "H", "H", "H", "H", "H", "H", "S", "C", "N", "C", "C", "C", "N", "H", "H", "H", "H", "H", "H", "H", "H", "C", "N", "C", "C", "O", "H", "H", "H", "H", "H", "H", "H", "Br", "C", "C", "C", "C", "N", "C", "H", "H", "H", "H", "Se", "C", "C", "C", "C", "C", "C", "H", "H", "H", "H", "H"], "positions_angstrom": [[1.054, 0.449, -0.676], [-0.164, -2.014, 1.379], [0.869, -3.160, 0.564], [2.040, -3.289, 1.432], [1.589, -1.272, -0.523], [2.174, -1.763, -1.626], [2.757, -3.036, -1.754], [3.312, -3.460, -2.963], [3.339, -2.664, -4.084], [2.832, -1.357, -4.007], [2.863, -0.433, -5.070], [2.414, 0.850, -4.872], [1.900, 1.209, -3.628], [1.809, 0.355, -2.616], [2.262, -0.909, -2.785], [-0.187, -4.609, 1.011], [0.197, -5.616, 1.878], [-0.668, -6.673, 2.123], [-1.905, -6.719, 1.498], [-2.269, -5.727, 0.595], [-1.400, -4.679, 0.342], [2.797, -3.686, -0.894], [3.748, -4.450, -3.013], [3.769, -3.009, -5.014], [3.251, -0.749, -6.030], [2.449, 1.585, -5.663], [1.562, 2.222, -3.457], [1.160, -5.545, 2.367], [-0.377, -7.458, 2.810], [-2.585, -7.534, 1.707], [-3.227, -5.773, 0.095], [-1.667, -3.886, -0.349], [-2.251, 2.298, 0.516], [-1.426, 3.290, 1.665], [-1.911, 4.503, 1.922], [-1.304, 5.389, 2.911], [0.201, 5.156, 2.912], [0.472, 3.680, 3.169], [-0.308, 2.882, 2.235], [-2.783, 4.760, 1.489], [-1.722, 5.183, 3.900], [-1.532, 6.418, 2.640], [0.675, 5.770, 3.674], [0.599, 5.432, 1.933], [0.213, 3.415, 4.198], [1.525, 3.446, 3.015], [-0.009, 1.936, 2.003], [4.258, -1.249, 2.301], [3.781, -0.215, 1.389], [4.592, 0.084, 0.216], [2.586, 0.272, 1.520], [2.059, 1.127, 0.729], [3.869, -2.217, 1.980], [3.908, -1.059, 3.314], [5.345, -1.257, 2.302], [5.165, 0.999, 0.376], [3.947, 0.219, -0.650], [5.267, -0.745, 0.027], [2.028, -0.069, 2.396], [-2.599, 3.197, -3.915], [-1.199, 3.368, -2.662], [-0.804, 4.621, -2.212], [0.238, 4.682, -1.299], [0.841, 3.511, -0.877], [0.437, 2.309, -1.293], [-0.572, 2.242, -2.173], [-1.302, 5.509, -2.573], [0.582, 5.635, -0.924], [1.675, 3.513, -0.188], [-0.893, 1.247, -2.457], [-1.147, 0.313, 0.598], [-0.892, -2.393, 2.502], [-0.251, -2.869, 3.640], [-1.003, -3.332, 4.708], [-2.387, -3.291, 4.666], [-3.021, -2.758, 3.554], [-2.279, -2.319, 2.471], [0.829, -2.923, 3.655], [-0.501, -3.748, 5.571], [-2.971, -3.670, 5.494], [-4.101, -2.701, 3.514], [-2.767, -1.932, 1.588]], "atomic_forces_ev_per_a": [[0.134, -0.266, -0.141], [0.040, -0.225, -0.155], [-1.639, -0.799, 0.661], [0.348, -0.190, 0.163], [0.216, 0.895, -0.389], [-0.251, 0.158, 0.691], [0.004, 0.171, -0.039], [0.004, 0.084, -0.156], [0.131, -0.220, -0.168], [-0.172, 0.243, 0.184], [-0.021, -0.052, 0.182], [0.011, -0.012, -0.106], [0.010, 0.063, 0.069], [-0.053, 0.129, -0.055], [0.339, -0.436, -0.505], [0.252, 0.307, -0.067], [0.134, 0.160, 0.077], [0.036, -0.031, 0.013], [0.011, -0.033, -0.025], [-0.011, -0.013, -0.019], [0.008, 0.069, 0.002], [0.151, -0.030, -0.019], [-0.019, -0.041, -0.008], [0.028, -0.038, -0.007], [0.040, 0.042, -0.030], [-0.006, 0.015, -0.003], [0.029, -0.002, -0.032], [0.009, -0.036, 0.036], [-0.009, -0.004, 0.006], [0.002, -0.018, -0.017], [-0.017, 0.001, -0.009], [-0.065, -0.030, -0.053], [0.062, -0.358, -0.087], [0.360, -0.101, -0.059], [-0.064, -0.042, 0.003], [0.172, 0.070, 0.068], [-0.180, -0.155, -0.004], [0.101, 0.224, 0.118], [-0.073, -0.012, 0.091], [-0.016, -0.037, 0.009], [-0.018, 0.074, -0.021], [-0.075, -0.033, 0.013], [0.031, 0.002, -0.017], [0.080, 0.067, 0.040], [0.004, -0.012, -0.048], [-0.035, -0.033, -0.010], [-0.093, -0.010, -0.074], [-0.034, -0.384, 0.244], [-0.084, 0.154, -0.029], [-0.061, 0.213, -0.244], [0.161, -0.273, 0.122], [0.244, 0.522, -0.012], [0.072, 0.068, -0.075], [-0.028, 0.084, -0.028], [-0.001, 0.105, -0.003], [0.041, -0.054, 0.039], [0.035, -0.072, 0.013], [-0.043, -0.030, 0.032], [-0.021, -0.033, -0.054], [0.169, -0.035, 0.179], [-0.159, 0.200, -0.170], [0.097, -0.297, 0.011], [-0.125, 0.144, -0.114], [0.192, -0.215, 0.178], [-0.298, 0.274, -0.119], [-0.016, -0.060, 0.109], [0.025, 0.057, 0.011], [0.061, -0.012, -0.003], [-0.022, 0.015, 0.056], [-0.041, 0.052, -0.119], [-0.425, 0.185, -0.005], [0.125, -0.217, 0.100], [0.117, 0.075, -0.135], [-0.015, -0.019, 0.063], [-0.059, 0.045, 0.071], [0.028, 0.007, 0.001], [0.092, 0.055, -0.198], [0.047, -0.024, -0.026], [0.025, 0.021, 0.025], [0.010, 0.016, 0.027], [-0.022, -0.023, 0.005], [-0.016, -0.052, -0.055]]}

Which formula does entry 2 have?
C33H35AlBrN6O3S2Se